No. 1
DFT (the ωB97M-V functional and the def2-TZVPD basis) results for an isolated molecule of C4H9NO.

Output
frontier orbital gap (alpha / beta) = 10.33 / 6.57 eV
highest occupied orbital energy (alpha / beta) = -9.698 / -7.399 eV
maximum force = 4.00 eV Å⁻¹
LUMO (alpha / beta) = 0.6305 / -0.8289 eV

Structure (XYZ):
```
15
C4H9NO the ωB97M-V functional and the def2-TZVPD basis
O 0.7093 -1.5403 0.7953
N 0.6174 0.6894 -0.1339
C -2.0877 0.6949 0.2484
C 2.0408 0.7755 -0.2839
C 0.1462 -0.6053 -0.2019
C -1.2952 -0.5327 0.0873
H -2.4075 0.8169 1.2901
H -1.7455 -1.4477 0.4686
H 2.3292 1.8182 -0.4253
H 1.2380 -2.2126 0.3445
H -3.0166 0.5900 -0.3340
H -1.5445 1.5739 -0.0834
H 2.5793 0.3891 0.5911
H 2.3983 0.1819 -1.1491
H 0.0385 -1.1911 -1.2137
```



No. 2
DFT (the ωB97M-V functional and the def2-TZVPD basis) results for a structure of composition C21H48IO5P2PdSSi.

Output
frontier orbital gap (alpha / beta) = 6.97 / 3.90 eV
net charge = +3
spin multiplicity = 5
highest occupied orbital energy (alpha / beta) = -15.632 / -17.498 eV
maximum force = 6.02 eV Å⁻¹
LUMO (alpha / beta) = -8.6613 / -13.5972 eV

Structure (XYZ):
```
80
C21H48IO5P2PdSSi the ωB97M-V functional and the def2-TZVPD basis
I 0.1272 -1.4361 -5.0839
Pd 0.1781 -0.1710 -2.7441
S 0.4641 -1.0834 -0.3001
P -2.1888 0.0369 -2.4415
P 2.6101 0.1290 -2.7928
Si -0.2533 -0.3554 1.4635
O -0.4677 1.2731 1.4148
O -1.6882 -1.0338 1.8806
O 0.2067 2.9033 -2.3461
O 0.1355 1.5884 -5.8907
O 0.6800 -0.7226 2.7655
C 0.1897 1.7462 -2.3896
C 2.8413 0.0873 1.9505
C -1.2529 -3.3189 2.7621
C -2.7268 1.3298 -1.2905
C -1.6007 3.3707 1.5829
C -1.9710 -1.4995 4.2668
C 2.5420 -2.2533 2.6900
C 3.3875 0.4737 -4.3891
C -3.1807 0.3118 -3.9239
C -1.4077 1.9636 3.6179
C 2.3541 -0.3937 4.3844
C 3.2960 1.4151 -1.7064
C -0.7104 2.3925 2.3321
C 0.6129 3.0514 2.6853
C 3.4437 -1.3910 -2.2074
C -3.5252 -2.3685 2.4849
C -2.8565 -1.4592 -1.6481
C 0.0677 0.0272 -7.8173
C 0.1158 0.5063 -6.3996
C -2.0790 -2.0414 2.8476
C 2.1079 -0.8144 2.9287
H 1.2365 3.1771 1.7942
H 3.0469 1.4385 -4.7737
H 4.5353 -1.3038 -2.3277
H 2.1339 -2.9144 3.4616
H 0.9344 -0.6288 -7.9833
H -2.6100 -0.6222 4.4036
H 3.4218 -0.4738 4.6337
H -2.2154 1.2053 -0.3263
H -3.0354 -0.4985 -4.6478
H -2.3463 1.4418 3.4053
H -1.6520 2.8399 4.2474
H 0.0665 0.8353 -8.5675
H -2.9176 1.2650 -4.3913
H -1.7548 -4.1180 3.3368
H 2.6990 1.1452 2.1929
H 2.0356 0.6520 4.5470
H 3.0807 -2.2376 -2.8044
H 3.6368 -2.3153 2.7297
H -2.5073 -1.5180 -0.6043
H 2.4924 -0.1012 0.9257
H -0.2557 -3.1755 3.1956
H -1.7270 4.2996 2.1513
H 4.3894 1.3202 -1.6405
H -0.8335 -0.5875 -7.9324
H -0.9357 -1.2325 4.5118
H -1.1428 -3.6480 1.7203
H 3.9147 -0.1419 1.9894
H -3.9263 -3.2012 3.0731
H 3.0573 2.4026 -2.1153
H -2.5887 2.9417 1.3974
H 2.8703 1.3375 -0.7015
H -3.5901 -2.6443 1.4234
H -2.4969 -2.3409 -2.1937
H -3.9574 -1.4368 -1.6752
H -2.4774 2.3139 -1.7013
H 2.1969 -2.5975 1.7097
H 0.4427 4.0405 3.1324
H 4.4748 0.5054 -4.2352
H 1.1768 2.4607 3.4181
H -2.3023 -2.2675 4.9781
H -4.1607 -1.4933 2.6583
H -1.1677 3.6196 0.6130
H -4.2360 0.3397 -3.6046
H -0.7692 1.3051 4.2217
H 3.1427 -0.3094 -5.1139
H -3.8149 1.2740 -1.1427
H 3.1994 -1.5752 -1.1503
H 1.7849 -1.0411 5.0750
```



No. 3
DFT (the ωB97M-V functional and the def2-TZVPD basis) results for a structure of composition C16H26AsCl2N2OSTl.

Output
frontier orbital gap = 6.30 eV
net charge = -2
highest occupied orbital energy = -1.679 eV
maximum force = 0.13 eV Å⁻¹
LUMO = 4.6211 eV

Structure (XYZ):
```
50
C16H26AsCl2N2OSTl the ωB97M-V functional and the def2-TZVPD basis
Tl -0.2209 0.5278 0.3175
As 2.3551 0.9359 -2.2414
Cl 1.5861 -1.4310 4.8989
Cl 0.5518 1.2476 4.2727
S 6.3623 0.9410 0.5166
O 1.2744 -0.2346 -1.7867
N 3.9632 0.6187 1.9796
N -0.5253 3.2032 -2.0468
C -2.4292 -0.8968 1.7575
C 4.9528 0.7517 1.3757
C -1.7519 -1.7259 -0.2671
C -2.6259 -0.7359 3.2384
C 1.8260 1.7765 -3.8885
C -1.1529 -2.5948 -1.3353
C -2.9754 -0.0614 -1.8505
C 1.2417 -0.2423 3.6114
C -1.6669 -1.9147 1.1326
C 4.0894 0.1578 -2.5692
C -3.8735 1.1149 0.9509
C -1.2983 3.1568 -1.1713
C -2.9826 -0.0761 0.7511
C 2.6299 2.3358 -0.9594
C -0.9751 -3.0493 1.8338
C -2.5553 -0.5789 -0.5058
H -2.6542 0.3146 3.5368
H 4.5360 -0.1322 -1.6184
H 0.9099 2.3275 -3.6692
H 1.7010 2.9041 -0.8919
H -3.9201 -0.5117 -2.1858
H -1.8151 -1.2008 3.8069
H -3.5601 -1.1970 3.5863
H 3.9499 -0.7165 -3.2045
H 2.9053 1.8895 -0.0027
H -0.1630 -3.4586 1.2292
H -3.8433 1.4570 1.9886
H 0.5042 -0.6835 2.9490
H -2.2235 -0.2783 -2.6132
H -0.5363 -2.7510 2.7904
H -3.1064 1.0228 -1.8347
H -1.6583 -3.8798 2.0575
H -3.5593 1.9545 0.3250
H -0.6616 -1.9995 -2.1078
H 1.6490 0.9968 -4.6283
H 4.7478 0.8782 -3.0550
H -0.3937 -3.2639 -0.9255
H 3.4397 2.9794 -1.3051
H 2.1706 0.0063 3.1030
H -1.9072 -3.2235 -1.8283
H 2.6117 2.4497 -4.2336
H -4.9222 0.8897 0.7165
```